Model 1:
Computed, not measured: a gas-phase ion, C6H15N2 (charge +1), with ωB97M-V/def2-TZVPD.

HOMO in eV: -14.0111
SMILES: CCCCCNC=[NH2+]
Total charge: +1
Frontier orbital gap in eV: 10.21
LUMO energy in eV: -3.796

Cartesian coordinates (Å):
C  -2.540  -1.400  0.819
C  -0.984  -1.268  1.346
C  -0.077  -1.619  0.201
C  -0.272  -0.800  -1.110
C  -0.092  0.831  -0.890
N  1.458  1.215  -0.791
C  1.660  2.373  -0.255
N  2.981  2.691  -0.017
H  -3.170  -0.571  1.170
H  -2.945  -2.365  1.136
H  -2.421  -1.479  -0.253
H  -0.956  -2.120  2.088
H  -0.904  -0.381  2.010
H  0.915  -1.746  0.666
H  -0.509  -2.527  -0.117
H  -1.167  -1.042  -1.682
H  0.597  -1.072  -1.858
H  -0.621  1.295  -1.797
H  -0.452  1.053  0.137
H  1.937  0.401  -0.991
H  0.661  3.080  -0.231
H  3.613  1.884  -0.057
H  3.289  3.568  0.476

***

Model 2:
Computed, not measured: a gas-phase ion, C6H15N2 (charge +1), with ωB97M-V/def2-TZVPD.

HOMO in eV: -13.8309
SMILES: CC(C)C(N)=[N+](C)C
Total charge: +1
Frontier orbital gap in eV: 10.44
LUMO energy in eV: -3.392

Cartesian coordinates (Å):
C  0.106  -0.323  0.215
C  -1.973  0.506  1.290
C  -1.966  -0.153  -1.090
C  2.498  -0.838  0.145
C  1.684  1.250  -1.093
C  -1.105  0.462  0.023
N  -0.092  -1.400  0.927
N  1.459  0.048  -0.273
H  -1.238  0.603  2.152
H  -2.564  -0.393  1.323
H  -2.378  1.542  1.232
H  -2.893  0.250  -1.005
H  -1.708  0.032  -2.152
H  -2.058  -1.165  -0.935
H  2.365  -1.109  1.161
H  3.611  -0.369  0.064
H  2.450  -1.766  -0.386
H  2.704  1.248  -1.580
H  1.579  2.148  -0.294
H  1.033  1.545  -1.929
H  -0.995  1.474  -0.211
H  -0.997  -1.460  1.197
H  0.479  -2.132  1.218

***

Going by the energies, model 2 is most stable and the next is 11.1 kcal/mol up.